# 1
The following is a quantum chemistry calculation of a cluster of 2 separate species, C6H11NS in total at a distorted geometry, from OMol25.

Each line ends with the natural charge from an NBO analysis.
Geometry (Å):
C: 0.46 -2.19 -0.07  -0.524
C: 0.80 -1.16 0.60  0.119
C: -1.18 1.27 0.91  -0.289
C: -0.42 0.84 -0.28  0.222
C: 1.66 -0.70 1.68  -0.699
C: 0.38 1.64 -1.18  -0.685
N: -1.78 0.48 -0.19  -0.539
S: -3.16 0.88 -1.29  0.099
H: 0.81 -3.18 0.01  0.196
H: -0.09 -1.98 -1.00  0.214
H: -1.21 0.81 1.88  0.201
H: -1.22 2.35 0.97  0.182
H: 1.99 -1.35 2.36  0.214
H: 2.46 -0.18 1.18  0.229
H: 1.02 -0.01 2.29  0.217
H: 1.39 2.00 -0.71  0.236
H: -0.27 2.46 -1.57  0.217
H: 0.69 1.09 -2.05  0.235
H: -3.65 -0.39 -0.85  0.155

## Properties
total energy = -687.9069 hartree
spin multiplicity = 1
F_max = 4.766 eV Å⁻¹
LUMO level (spin up / spin down) = 0.02120 / 0.01685 Eh
HOMO level (spin up / spin down) = -0.26159 / -0.26867 Eh

***

# 2
The following is a quantum chemistry calculation of a structure of composition C6H11NS at a distorted geometry, from OMol25.

Each line ends with the natural charge from an NBO analysis.
Geometry (Å):
C: 0.29 0.96 0.60  0.220
C: 0.50 -0.18 -0.39  -0.312
C: -0.74 0.33 -1.23  -0.239
C: 1.13 1.18 1.75  -0.683
C: 1.86 -0.29 -1.08  -0.611
C: -2.57 -1.22 0.13  -0.740
N: -0.78 1.59 0.27  -0.379
S: -2.10 -0.68 -1.56  0.269
H: 0.18 -1.14 0.12  0.208
H: -0.56 0.94 -2.16  0.235
H: 0.58 1.06 2.68  0.241
H: 1.73 2.06 1.86  0.243
H: 1.82 0.29 1.61  0.211
H: 1.97 0.53 -1.69  0.209
H: 2.02 -1.19 -1.65  0.220
H: 2.68 -0.28 -0.39  0.213
H: -3.07 -2.24 -0.01  0.233
H: -3.27 -0.40 0.42  0.243
H: -1.67 -1.34 0.72  0.219

## Properties
total energy = -688.0494 hartree
spin multiplicity = 1
F_max = 3.440 eV Å⁻¹
LUMO level = 0.02951 Eh
HOMO level = -0.29757 Eh

***

# 3
The following is a quantum chemistry calculation of a structure of composition C6H11O4PZr at a distorted geometry, from OMol25.

Each line ends with the natural charge from an NBO analysis.
Geometry (Å):
C: 3.36 1.62 -0.15  -0.588
C: 2.31 0.64 0.48  -0.761
P: 1.32 -0.30 -0.72  2.100
C: 2.01 -1.94 -1.10  -0.975
O: -0.16 -0.61 -0.20  -0.766
C: -1.01 0.45 -0.65  0.978
O: -0.51 1.53 -0.79  -0.434
O: -2.23 0.11 -1.05  -0.428
C: -3.42 0.26 -0.25  -0.160
C: -3.50 -0.24 1.20  0.357
O: -3.28 0.41 2.20  -0.467
H: 2.88 2.56 -0.39  0.276
H: 4.19 1.77 0.52  0.308
H: 3.70 1.19 -1.09  0.236
H: 1.67 1.19 1.16  0.319
H: 2.86 -0.16 1.03  0.379
H: 3.08 -1.89 -1.25  0.346
H: 1.68 -2.53 -0.23  0.362
H: 1.48 -2.33 -1.97  0.343
H: -4.17 -0.32 -0.78  0.280
H: -3.76 1.30 -0.26  0.297
H: -3.75 -1.39 1.39  -0.010
Zr: -4.77 -1.34 2.88  2.006

## Properties
total energy = -922.5060 hartree
total charge = +4
spin multiplicity = 1
F_max = 4.664 eV Å⁻¹
LUMO level = -0.67965 Eh
HOMO level = -0.87227 Eh

***

# 4
The following is a quantum chemistry calculation of the ion C6H11O6PS2 with charge -2 at a distorted geometry, from OMol25.

Each line ends with the natural charge from an NBO analysis.
Geometry (Å):
C: 0.35 1.57 0.25  -0.386
C: 1.15 0.69 -0.80  -0.489
C: -1.35 -0.14 0.96  -0.512
C: -1.10 -1.28 0.04  -0.349
C: -0.22 0.77 1.46  -0.505
C: 0.38 -0.33 -1.62  -0.372
O: -1.82 2.82 1.66  -1.050
O: 2.44 -1.95 -1.90  -1.028
O: -1.40 1.49 3.69  -1.051
O: 0.25 3.01 2.77  -1.063
O: 0.30 -2.54 -3.00  -1.041
O: 1.60 -0.67 -3.81  -1.035
P: 0.35 -2.37 0.41  0.238
S: -0.87 2.10 2.45  2.404
S: 1.27 -1.49 -2.61  2.345
H: 1.01 2.28 0.56  0.225
H: -0.52 2.01 -0.32  0.206
H: 1.70 1.32 -1.54  0.221
H: 1.96 0.23 -0.27  0.218
H: -2.02 0.54 0.36  0.231
H: -1.96 -0.54 1.88  0.241
H: -1.91 -1.52 -0.64  0.181
H: 0.55 0.43 2.08  0.237
H: -0.35 0.00 -2.23  0.166
H: 0.47 -2.97 -0.82  0.025
H: -0.27 -3.48 0.99  -0.056

## Properties
<S²> = 2.009
total energy = -1824.2814 hartree
total charge = -2
spin multiplicity = 3
F_max = 4.812 eV Å⁻¹
LUMO level (spin up / spin down) = 0.21150 / 0.17185 Eh
HOMO level (spin up / spin down) = -0.01541 / -0.09521 Eh

***

# 5
The following is a quantum chemistry calculation of an isolated molecule of C6H11OP at a distorted geometry, from OMol25.

Each line ends with the natural charge from an NBO analysis.
Geometry (Å):
C: 2.52 1.20 -0.93  -0.380
C: 1.85 0.66 0.07  -0.541
C: -1.79 -0.49 -0.13  -0.497
C: -0.69 -1.13 0.90  -0.387
C: -1.11 0.51 -1.11  0.147
C: -0.16 -0.13 1.83  -0.710
O: -0.86 -0.10 -2.37  -0.681
P: 0.50 1.43 0.97  0.543
H: 3.35 0.63 -1.33  0.190
H: 2.67 2.25 -1.05  0.190
H: 1.80 -0.43 0.10  0.190
H: -2.36 -1.15 -0.79  0.216
H: -2.47 0.04 0.52  0.212
H: -1.20 -1.98 1.41  0.215
H: 0.20 -1.42 0.27  0.190
H: -0.55 -0.95 -2.21  0.468
H: -1.54 1.50 -1.11  0.185
H: -0.80 0.24 2.55  0.216
H: 0.64 -0.69 2.39  0.234

## Properties
total energy = -651.6536 hartree
spin multiplicity = 1
F_max = 4.881 eV Å⁻¹
LUMO level (spin up / spin down) = -0.01346 / 0.01349 Eh
HOMO level (spin up / spin down) = -0.27956 / -0.27239 Eh

***

# 6
The following is a quantum chemistry calculation of a cluster of 2 separate species, C6H11P in total at a distorted geometry, from OMol25.

Each line ends with the natural charge from an NBO analysis.
Geometry (Å):
C: -0.60 -1.79 -0.03  -0.239
C: -0.53 -3.10 -0.01  -0.435
C: -1.20 -0.73 0.74  -0.171
C: -1.21 -0.48 2.21  -0.620
C: -1.95 0.07 -0.43  -0.646
C: 3.06 2.87 -1.58  -0.852
P: -0.09 -0.18 -0.68  0.587
H: 0.07 -3.68 -0.66  0.199
H: -0.99 -3.71 0.68  0.194
H: -2.32 -0.62 2.57  0.219
H: -0.91 0.52 2.31  0.226
H: -0.60 -1.25 2.74  0.232
H: 4.12 2.89 -1.34  0.211
H: -2.64 -0.44 -1.14  0.221
H: -2.40 1.12 -0.38  0.234
H: 2.61 1.92 -1.30  0.218
H: 2.84 2.91 -2.64  0.212
H: 2.74 3.71 -1.05  0.211

## Properties
SMILES string = C=C1P2C[C@@]12C.C
total energy = -576.4442 hartree
spin multiplicity = 1
F_max = 3.104 eV Å⁻¹
LUMO level = 0.03692 Eh
HOMO level = -0.30886 Eh

***

What did the third record say?
The following is a quantum chemistry calculation of a structure of composition C6H11O4PZr at a distorted geometry, from OMol25.

Each line ends with the natural charge from an NBO analysis.
Geometry (Å):
C: 3.36 1.62 -0.15  -0.588
C: 2.31 0.64 0.48  -0.761
P: 1.32 -0.30 -0.72  2.100
C: 2.01 -1.94 -1.10  -0.975
O: -0.16 -0.61 -0.20  -0.766
C: -1.01 0.45 -0.65  0.978
O: -0.51 1.53 -0.79  -0.434
O: -2.23 0.11 -1.05  -0.428
C: -3.42 0.26 -0.25  -0.160
C: -3.50 -0.24 1.20  0.357
O: -3.28 0.41 2.20  -0.467
H: 2.88 2.56 -0.39  0.276
H: 4.19 1.77 0.52  0.308
H: 3.70 1.19 -1.09  0.236
H: 1.67 1.19 1.16  0.319
H: 2.86 -0.16 1.03  0.379
H: 3.08 -1.89 -1.25  0.346
H: 1.68 -2.53 -0.23  0.362
H: 1.48 -2.33 -1.97  0.343
H: -4.17 -0.32 -0.78  0.280
H: -3.76 1.30 -0.26  0.297
H: -3.75 -1.39 1.39  -0.010
Zr: -4.77 -1.34 2.88  2.006

## Properties
total energy = -922.5060 hartree
total charge = +4
spin multiplicity = 1
F_max = 4.664 eV Å⁻¹
LUMO level = -0.67965 Eh
HOMO level = -0.87227 Eh

***

What did the fourth record say?
The following is a quantum chemistry calculation of the ion C6H11O6PS2 with charge -2 at a distorted geometry, from OMol25.

Each line ends with the natural charge from an NBO analysis.
Geometry (Å):
C: 0.35 1.57 0.25  -0.386
C: 1.15 0.69 -0.80  -0.489
C: -1.35 -0.14 0.96  -0.512
C: -1.10 -1.28 0.04  -0.349
C: -0.22 0.77 1.46  -0.505
C: 0.38 -0.33 -1.62  -0.372
O: -1.82 2.82 1.66  -1.050
O: 2.44 -1.95 -1.90  -1.028
O: -1.40 1.49 3.69  -1.051
O: 0.25 3.01 2.77  -1.063
O: 0.30 -2.54 -3.00  -1.041
O: 1.60 -0.67 -3.81  -1.035
P: 0.35 -2.37 0.41  0.238
S: -0.87 2.10 2.45  2.404
S: 1.27 -1.49 -2.61  2.345
H: 1.01 2.28 0.56  0.225
H: -0.52 2.01 -0.32  0.206
H: 1.70 1.32 -1.54  0.221
H: 1.96 0.23 -0.27  0.218
H: -2.02 0.54 0.36  0.231
H: -1.96 -0.54 1.88  0.241
H: -1.91 -1.52 -0.64  0.181
H: 0.55 0.43 2.08  0.237
H: -0.35 0.00 -2.23  0.166
H: 0.47 -2.97 -0.82  0.025
H: -0.27 -3.48 0.99  -0.056

## Properties
<S²> = 2.009
total energy = -1824.2814 hartree
total charge = -2
spin multiplicity = 3
F_max = 4.812 eV Å⁻¹
LUMO level (spin up / spin down) = 0.21150 / 0.17185 Eh
HOMO level (spin up / spin down) = -0.01541 / -0.09521 Eh

***

> Which value of total energy does entry 3 give?

-922.5060 hartree

***

> Among the records above, which one has the lowest total energy?

C6H11O6PS2